[1]
ORCA calculation (ωB97M-V/def2-TZVPD) on an isolated molecule of Cl3F2NOP2 at a distorted geometry.

## Properties
Kohn-Sham gap ... 10.28 eV
Largest force on an atom ... 2.1 eV/A
DFT total energy ... -65120.955 eV
ΔE to the lowest compared entry with this formula, charge and spin ... 184.01 kJ/mol

XYZ file:
```
9
Properties=species:S:1:pos:R:3:nbo_charge:R:1
N 0.048 0.753 -0.207 -1.1637
O 0.950 -1.569 -0.264 -1.0623
F -2.308 0.722 -0.545 -0.5872
F -1.501 -0.815 0.979 -0.5827
P 1.361 -0.215 0.000 1.9169
P -1.197 -0.409 -0.537 1.6842
Cl 2.689 0.467 -1.323 -0.2256
Cl -0.141 2.264 0.599 0.2043
Cl 2.257 -0.114 1.730 -0.1840
```

***

[2]
ORCA calculation (ωB97M-V/def2-TZVPD) on an isolated molecule of C4H3Cl2NO at a distorted geometry.

## Properties
Kohn-Sham gap ... 8.58 eV
Largest force on an atom ... 3.2 eV/A
DFT total energy ... -32778.301 eV
SMILES string ... Oc1[nH]c(Cl)cc1Cl
ΔE to the lowest compared entry with this formula, charge and spin ... 0.00 kJ/mol

XYZ file:
```
11
Properties=species:S:1:pos:R:3:nbo_charge:R:1
O -1.764 -1.256 0.663 -0.6631
C -0.714 -0.464 0.343 0.4384
N 0.573 -0.812 0.663 -0.5511
C 1.486 0.090 0.012 0.0503
Cl 3.154 -0.202 0.089 0.0509
C 0.771 1.016 -0.640 -0.2877
C -0.644 0.746 -0.356 -0.2263
Cl -2.092 1.447 -0.976 0.0024
H -2.626 -0.658 0.610 0.5114
H 0.814 -1.796 0.873 0.4258
H 1.042 1.890 -1.281 0.2490
```

***

[3]
ORCA calculation (ωB97M-V/def2-TZVPD) on an isolated molecule of CH4ClFS at a distorted geometry.

## Properties
Kohn-Sham gap ... 9.06 eV
Largest force on an atom ... 6.1 eV/A
DFT total energy ... -27174.661 eV
ΔE to the lowest compared entry with this formula, charge and spin ... 192.56 kJ/mol

XYZ file:
```
8
Properties=species:S:1:pos:R:3:nbo_charge:R:1
C -1.113 -0.277 0.616 0.0545
H -1.570 0.427 1.307 0.1793
H -1.369 -0.051 -0.419 0.1828
H 1.955 -0.306 -1.573 0.1425
H 1.716 1.054 -0.199 0.1358
F -1.513 -1.537 0.921 -0.3370
S 1.246 0.826 -1.437 -0.2843
Cl 0.649 -0.136 0.783 -0.0735
```